{
  "formula": "C30H63O22PS3",
  "method": "ωB97M-V/def2-TZVPD",
  "elements": ["C", "H", "O", "H", "C", "H", "H", "H", "H", "H", "H", "H", "H", "H", "C", "H", "C", "H", "O", "H", "C", "C", "S", "H", "H", "P", "C", "C", "O", "H", "H", "O", "O", "O", "O", "H", "H", "S", "H", "C", "O", "O", "H", "H", "H", "H", "O", "H", "H", "H", "H", "H", "H", "C", "H", "C", "C", "O", "C", "C", "H", "H", "O", "H", "O", "H", "O", "H", "H", "H", "H", "H", "H", "H", "H", "C", "O", "H", "H", "H", "C", "C", "C", "O", "S", "C", "H", "O", "C", "C", "H", "H", "H", "C", "H", "O", "H", "C", "C", "H", "H", "H", "H", "H", "H", "C", "O", "C", "O", "H", "H", "C", "H", "O", "C", "C", "O", "H", "C"],
  "coordinates": [[8.978, 4.236, -2.780], [12.578, -4.798, -2.484], [-7.640, 8.420, 6.397], [-9.714, 5.571, 5.024], [11.967, -3.900, -2.574], [-8.298, 6.304, 4.993], [3.081, -2.784, -8.526], [3.398, -4.655, -7.916], [-14.139, 5.940, -3.541], [7.262, 7.115, -3.628], [-9.474, 6.996, 4.012], [-14.083, 2.172, -1.876], [-4.891, -2.335, 2.857], [16.277, -2.706, -2.955], [-12.447, 4.597, -3.481], [-8.208, 10.454, 8.314], [11.826, -4.312, -8.452], [12.325, -3.146, -1.873], [-10.634, 1.753, 9.601], [-11.158, -0.343, 9.625], [-7.473, 3.150, 10.125], [-7.153, -7.244, 8.420], [7.919, 4.350, -1.277], [-11.840, 5.304, -2.915], [-13.251, 2.709, -0.606], [12.724, -4.182, -5.088], [4.169, -2.845, -8.494], [-9.347, 6.598, 5.018], [6.039, -1.152, -7.427], [-7.209, 4.128, 10.529], [8.450, 7.314, -2.424], [-9.566, 9.297, 7.095], [-7.368, -7.696, 7.198], [12.034, -3.344, -3.879], [-0.738, -2.595, 2.420], [-8.545, 10.940, 6.586], [-13.814, 5.177, -0.949], [-12.054, 2.996, -2.692], [5.031, -4.875, -8.520], [8.606, 5.391, -3.748], [-9.665, 7.340, 6.097], [14.322, -4.064, -4.757], [16.754, -3.993, -4.188], [9.492, 5.918, -4.104], [11.374, -5.187, -7.985], [0.598, -3.489, 1.047], [-8.132, -7.753, 9.184], [13.851, -4.578, -7.364], [11.019, -3.579, -8.449], [6.119, 5.344, -2.321], [15.033, -2.231, -5.599], [9.822, -3.537, -2.303], [-9.289, -7.626, 10.777], [7.882, 6.539, -2.941], [-4.426, -1.003, 1.837], [-4.197, -2.042, 2.069], [-8.246, -7.387, 10.567], [-6.160, -6.622, 8.743], [-8.929, 10.479, 7.496], [-9.390, 1.875, 9.289], [13.523, -3.028, -8.156], [5.208, -2.302, -5.057], [-12.269, 1.882, -3.628], [12.053, -4.689, -9.449], [8.734, 4.767, -0.168], [-8.172, -6.310, 10.715], [12.103, -5.479, -5.111], [-9.781, 11.134, 7.677], [8.662, 3.348, -3.327], [14.417, -2.095, -4.213], [6.615, 6.501, -1.131], [10.250, -5.141, -2.938], [4.421, -4.863, -5.820], [-7.497, -7.906, 11.165], [-6.599, -7.464, 5.188], [15.014, -2.860, -4.709], [-8.827, 1.102, 8.465], [0.742, -1.722, 1.179], [5.967, -4.202, -6.099], [-15.231, 4.504, -1.682], [-6.349, -7.750, 6.210], [13.067, -3.876, -7.645], [6.990, 5.879, -1.943], [-8.881, 2.933, 9.916], [4.623, -1.557, -7.245], [4.408, -4.248, -7.883], [-12.314, 1.019, 9.598], [12.517, -3.244, -6.473], [-8.851, 8.398, 6.530], [-13.886, 4.938, -3.195], [-6.902, 2.561, 10.843], [-5.521, -7.130, 6.555], [-6.818, 2.889, 9.293], [0.529, -2.639, 1.727], [7.997, 5.101, -4.605], [-2.812, -1.959, 2.347], [17.170, -2.299, -4.273], [4.923, -4.078, -6.386], [16.371, -2.989, -4.003], [-6.153, -8.819, 6.129], [10.515, -4.692, -1.231], [-11.542, 0.537, 8.102], [-14.509, 4.304, -3.825], [3.526, -2.592, -5.522], [1.373, -2.535, 2.408], [4.563, -2.701, -5.840], [-10.893, 3.010, -1.838], [-11.389, 0.624, 9.178], [3.553, -0.632, -7.039], [-12.247, 4.540, -4.551], [10.021, 4.100, -2.497], [-14.143, 4.517, -1.751], [4.509, -2.683, -9.517], [-1.988, -3.259, 0.656], [-13.534, 3.070, -1.595], [10.555, -4.342, -2.262], [6.933, 3.207, -1.289], [-4.364, -2.498, 1.093], [-1.831, -2.683, 1.711]],
  "lowdin_charge": [-0.2128, 0.1146, 0.1220, 0.0960, -0.2888, 0.0885, 0.0878, 0.1014, 0.1211, 0.1093, 0.0972, 0.0917, 0.0936, 0.0713, -0.2361, 0.1086, -0.0680, 0.1204, 0.0099, 0.1020, -0.0446, -0.5980, 0.7470, 0.1050, 0.0933, 0.5026, -0.2165, -0.1391, -0.3521, 0.0912, 0.1144, 0.0309, -0.0070, -0.1983, 0.0176, 0.1026, 0.1130, 0.6975, 0.1061, -0.1832, -0.0070, -0.1768, 0.0791, 0.1043, 0.0678, 0.0961, -0.0105, 0.1138, 0.0820, 0.0910, 0.1143, 0.0771, 0.0936, -0.2307, 0.0896, -0.0558, -0.0306, 0.1113, -0.0384, -0.5890, 0.1120, 0.1079, -0.3491, 0.0715, -0.3425, 0.0940, -0.1984, 0.0984, 0.0912, 0.1093, 0.1012, 0.0772, 0.1021, 0.0983, 0.0902, -0.3166, 0.0665, 0.0941, 0.1099, 0.1054, -0.0300, -0.2652, -0.2241, 0.0218, 0.6983, -0.1784, 0.0962, -0.2161, -0.5597, -0.2414, 0.0857, 0.0924, 0.0910, -0.0226, 0.1137, -0.0240, 0.0712, -0.1964, -0.0561, 0.0963, 0.0768, 0.0987, 0.1178, 0.0985, 0.0916, -0.2403, -0.3311, -0.0293, -0.3305, 0.1080, 0.0991, -0.1932, 0.1019, 0.1173, -0.2021, -0.0766, -0.3781, 0.0906, -0.5881],
  "spin_multiplicity": 1,
  "charge": 0,
  "lumo_energy_ev": 0.6298
}



{
  "formula": "C30H65Br2N4O11P",
  "method": "ωB97M-V/def2-TZVPD",
  "elements": ["H", "H", "H", "O", "C", "C", "H", "C", "H", "N", "H", "H", "O", "H", "H", "C", "C", "H", "H", "H", "H", "Br", "H", "C", "H", "C", "P", "C", "C", "H", "H", "O", "Br", "C", "H", "C", "H", "N", "C", "H", "N", "C", "C", "H", "H", "H", "H", "N", "H", "H", "H", "C", "O", "C", "H", "H", "H", "H", "O", "H", "H", "C", "H", "C", "H", "H", "O", "H", "H", "C", "H", "C", "H", "H", "H", "C", "H", "H", "H", "H", "H", "H", "O", "H", "C", "H", "C", "H", "C", "C", "H", "O", "O", "H", "C", "H", "C", "C", "H", "H", "H", "H", "H", "H", "C", "O", "C", "H", "O", "H", "H", "H", "H"],
  "coordinates": [[-9.674, 0.306, 3.558], [-1.190, -5.562, -1.910], [-0.116, -2.431, 2.446], [-2.628, -4.751, -0.664], [-8.068, 2.119, 1.370], [-3.218, -7.040, 0.103], [5.265, 3.829, -1.935], [4.385, 1.806, -4.092], [-7.990, 1.499, 4.881], [-6.297, 0.974, 3.824], [-2.320, 0.429, -0.155], [-4.186, 3.335, 0.897], [-8.979, 1.816, 2.416], [-4.274, -5.212, 0.408], [0.432, -7.433, -3.984], [-0.152, -8.091, -3.339], [-1.904, -0.570, -0.294], [-4.083, -7.598, 0.478], [-7.701, -0.230, 4.806], [2.959, 6.725, -0.891], [2.488, -3.414, 1.403], [9.747, 4.734, -3.374], [-4.027, -9.000, -1.709], [4.527, 5.783, -2.320], [-8.594, 2.731, 0.633], [-3.689, -5.665, -0.400], [3.044, 3.872, 2.155], [1.045, 0.432, 2.167], [5.047, 1.244, -2.730], [-4.368, -5.736, -1.255], [3.801, 1.891, 3.448], [2.223, 3.231, -3.912], [6.768, 5.508, -4.834], [-1.568, -2.608, 0.893], [3.458, -1.688, 2.752], [-3.257, -8.282, -2.012], [-3.128, 2.673, 2.157], [0.873, -2.374, 0.569], [3.250, 5.314, -3.162], [-7.241, 2.718, 1.753], [5.590, 4.791, -2.075], [-0.173, -2.891, 1.453], [-8.725, 0.585, 3.088], [-2.760, -5.208, -2.708], [5.163, 2.394, 2.299], [5.267, 0.128, -2.785], [1.112, 1.480, 2.471], [-2.480, -7.886, -0.837], [6.052, 1.782, -2.581], [9.100, 3.866, -0.444], [-1.801, -9.769, -2.678], [2.209, -2.380, 1.167], [-1.520, -7.946, -3.687], [8.027, 4.591, -2.365], [-0.045, -3.973, 1.568], [-6.283, 1.852, 3.318], [7.589, 4.973, -0.154], [-4.823, 3.113, 2.532], [4.473, 3.229, -4.363], [0.189, -9.119, -3.494], [3.158, 6.364, 1.461], [3.850, 5.458, 1.405], [4.859, 5.599, 1.937], [-4.363, 0.399, 2.392], [4.377, 1.455, -1.812], [4.820, 3.450, 3.840], [4.147, 5.132, 0.018], [-2.540, -1.115, -0.998], [1.786, -1.783, 3.249], [8.042, 4.132, -0.805], [2.308, 5.384, -2.503], [2.433, -1.504, 2.411], [4.665, 7.958, 0.499], [5.254, 8.172, -1.252], [3.387, 2.617, 0.339], [4.017, 6.298, -0.849], [-3.897, -0.452, 1.887], [-0.897, -0.465, -0.705], [5.018, 6.709, -2.809], [0.387, -0.087, 2.868], [-7.695, 1.222, 0.868], [-8.500, -0.213, 2.373], [-4.580, 1.394, 1.388], [-3.752, -7.420, -2.469], [-2.368, -8.923, -3.080], [-3.013, -9.310, -3.875], [6.753, 4.909, -2.951], [3.101, 6.083, -4.016], [3.312, 3.879, -3.842], [-7.680, 0.691, 4.212], [-1.681, -2.997, -0.119], [2.558, 2.951, 0.769], [3.857, 0.985, -4.878], [-1.655, -3.902, -2.246], [-5.691, -0.067, 2.992], [0.645, -1.421, 0.311], [5.118, 7.416, -0.397], [-4.154, 2.690, 1.778], [0.624, 0.418, 1.160], [0.022, -7.793, -2.302], [7.346, 3.208, -0.767], [-2.558, -6.875, 0.960], [-5.516, -0.959, 3.603], [6.145, 6.955, -0.205], [-2.041, -4.882, -1.952], [2.361, -0.105, 2.154], [4.352, 2.811, 3.014], [-2.301, -3.120, 1.523], [-1.872, -1.212, 0.972], [-6.349, -0.343, 2.161], [-1.656, -7.379, -1.141], [2.901, -2.042, 0.390], [-3.667, 0.739, 3.167]],
  "lowdin_charge": [0.1183, 0.0744, 0.0997, -0.2289, -0.0991, -0.1942, 0.0988, -0.3505, 0.1166, -0.0552, 0.0845, 0.0889, -0.1814, 0.1208, 0.0902, -0.1129, -0.0947, 0.1172, 0.1155, 0.1527, 0.1157, 0.5821, 0.1222, -0.2756, 0.0884, -0.2048, 0.8810, -0.0998, 0.0166, 0.1105, 0.0434, 0.0647, 0.6644, -0.1958, 0.1176, -0.2087, 0.0872, -0.0498, -0.0151, 0.0683, -0.0233, -0.1962, -0.2216, 0.0927, 0.0529, 0.0989, 0.0630, -0.0543, 0.0788, 0.0761, 0.1210, -0.1984, -0.1964, -0.6519, 0.1221, 0.0645, 0.0772, 0.0735, -0.0174, 0.0874, 0.0981, -0.3448, 0.1025, -0.2021, 0.0929, 0.0443, -0.2627, 0.0928, 0.1090, -0.1178, 0.1370, -0.2187, 0.0772, 0.0878, 0.0391, -0.2914, 0.1021, 0.0772, 0.1269, 0.0904, 0.0886, 0.1076, -0.2013, 0.1002, -0.2079, 0.1194, -0.6718, 0.1454, -0.3146, -0.1991, 0.0868, -0.3660, 0.0983, 0.0890, -0.2043, 0.0663, -0.0478, -0.1128, 0.0732, 0.0740, 0.0721, 0.1171, 0.1222, 0.0852, -0.0816, -0.2046, -0.3100, 0.1226, -0.2141, 0.1002, 0.0651, 0.1142, 0.1265],
  "spin_multiplicity": 1,
  "charge": 0,
  "lumo_energy_ev": 0.2608
}